{"formula": "C3H4N2OS", "method": "the ωB97M-V functional and the def2-TZVPD basis", "homo_lumo_gap_ev": [7.23, 8.26], "relative_energy_kcal_mol": 102.8, "charge": 0, "lumo_ev": [-1.6, -0.6], "elements": ["C", "C", "C", "N", "N", "O", "S", "H", "H", "H", "H"], "xyz": [[0.80, 0.44, -0.54], [-2.99, 0.72, 0.22], [0.40, -0.93, 0.06], [0.03, 1.39, -0.71], [-1.68, 0.32, 0.08], [-3.93, -0.03, 0.08], [-1.34, -1.17, -0.45], [1.85, 0.53, -0.58], [-3.16, 1.70, 0.64], [0.95, -1.90, -0.21], [0.19, -0.74, 1.17]]}

{"formula": "C3H4N2OS", "method": "the ωB97M-V functional and the def2-TZVPD basis", "homo_lumo_gap_ev": 8.87, "relative_energy_kcal_mol": 95.3, "charge": 0, "lumo_ev": 0.1, "smiles": "Nc1cc(=S)o[nH]1", "elements": ["N", "C", "C", "C", "S", "O", "N", "H", "H", "H", "H"], "xyz": [[-0.93, -0.99, -1.37], [-0.23, -0.20, -0.38], [0.05, 1.03, -0.20], [0.94, 1.10, 1.04], [1.58, 2.45, 1.59], [0.47, -0.08, 1.75], [0.26, -0.97, 0.74], [-1.00, -0.90, -2.37], [-0.82, -2.04, -1.15], [0.15, 1.89, -0.85], [-0.48, -1.30, 1.20]]}

{"formula": "C3H4N2OS2", "method": "the ωB97M-V functional and the def2-TZVPD basis", "homo_lumo_gap_ev": 7.40, "relative_energy_kcal_mol": 53.8, "charge": 0, "lumo_ev": -1.4, "elements": ["C", "C", "C", "H", "H", "H", "H", "N", "N", "O", "S", "S"], "xyz": [[2.16, -0.35, -0.32], [0.22, 0.82, -0.05], [-2.13, -0.36, 0.18], [2.52, 0.75, -0.73], [0.24, -1.26, -0.30], [-1.45, 1.61, 0.53], [-3.23, 0.09, 0.90], [0.87, -0.36, -0.34], [-1.16, 0.72, 0.15], [0.70, 1.93, -0.08], [3.24, -1.53, 0.21], [-1.97, -2.06, -0.14]]}

{"formula": "C3H4N2OS2", "method": "the ωB97M-V functional and the def2-TZVPD basis", "homo_lumo_gap_ev": [7.10, 7.10], "relative_energy_kcal_mol": 71.0, "charge": 0, "lumo_ev": [-1.2, -1.2], "elements": ["C", "C", "C", "N", "N", "O", "S", "S", "H", "H", "H", "H"], "xyz": [[0.25, -0.62, 0.14], [1.41, -0.61, 2.34], [0.14, 0.56, -0.74], [1.10, -0.58, 1.16], [-1.25, 1.27, -0.70], [-0.69, -1.52, 0.13], [1.94, -0.53, 3.75], [0.49, -0.48, -2.20], [0.94, 1.34, -0.87], [-1.92, 0.57, -1.14], [-1.21, 2.04, -1.27], [-1.20, -1.43, -0.60]]}

{"formula": "C3H4N2OS2", "method": "the ωB97M-V functional and the def2-TZVPD basis", "homo_lumo_gap_ev": [7.26, 7.73], "relative_energy_kcal_mol": 125.9, "charge": 0, "lumo_ev": [-0.1, -1.2], "elements": ["C", "C", "C", "N", "N", "O", "S", "S", "H", "H", "H", "H"], "xyz": [[0.54, -0.69, -1.40], [1.25, 0.46, -1.38], [0.15, 0.80, 1.02], [-3.09, -1.13, 1.47], [0.20, -1.44, -0.31], [-2.17, -0.41, 1.44], [1.74, 1.09, 0.18], [0.11, -1.03, 1.19], [0.31, -0.97, -2.36], [1.47, 0.97, -2.36], [0.06, 1.21, 2.10], [-0.58, 1.16, 0.41]]}

{"formula": "C3H4N2S", "method": "the ωB97M-V functional and the def2-TZVPD basis", "homo_lumo_gap_ev": [7.51, 7.52], "relative_energy_kcal_mol": 135.6, "charge": 0, "lumo_ev": [-0.6, -0.6], "elements": ["C", "C", "C", "N", "N", "S", "H", "H", "H", "H"], "xyz": [[0.05, -0.09, 0.54], [-0.36, 0.74, 1.78], [0.43, -1.98, -1.00], [-0.60, 2.99, 0.26], [0.33, -1.13, 0.05], [-0.75, 2.33, 1.77], [-0.38, -1.89, -1.71], [1.56, -1.86, -1.58], [0.36, -3.08, -0.64], [-0.64, 3.97, 0.53]]}

| no. | total energy (eV) | strongest force on any atom (eV Å⁻¹) |
| --- | --- | --- |
| 1 | -19034.5907 | 2.414 |
| 2 | -19034.9149 | 6.045 |
| 3 | -29871.8116 | 6.528 |
| 4 | -29871.0663 | 5.678 |
| 5 | -29868.6855 | 4.524 |
| 6 | -16985.6094 | 5.379 |